(1)
The following is a DFT calculation (the ωB97M-V functional and the def2-TZVPD basis) of C18H24GaN2O2PSSeTe as an isolated structure.

Output
M   639.73 g/mol
Lowest unoccupied orbital energy   0.10 eV
Spin multiplicity   1
HOMO energy   -0.2754 hartree
Electronic energy   -6294.18223 a.u.

Last column: Löwdin charge in e.
Atoms and positions in Å:
Te 3.02 -0.34 -1.94  1.113
Se -0.35 1.56 0.11  0.707
Ga 0.96 -0.46 -0.51  -0.265
S -0.42 -2.26 0.10  0.778
P -0.60 -0.10 -3.75  0.567
O -0.09 -0.59 -2.43  -0.533
O 1.71 -0.72 1.32  -0.238
N 0.53 3.14 -2.26  0.067
N 0.82 -1.19 2.20  -0.181
C 4.97 -1.28 0.24  -0.319
C 7.65 0.23 2.48  -0.055
C 4.41 -2.65 -0.01  -0.094
C 5.98 -1.13 1.18  -0.022
C 4.50 -0.15 -0.44  -0.483
C 0.65 0.76 -4.71  -0.183
C 4.56 2.37 -0.83  -0.093
C -0.21 -1.97 1.78  -0.616
C -2.00 1.02 -3.59  -0.157
C 1.02 -0.87 3.49  0.002
C -0.86 -2.18 4.10  -0.058
C 6.54 0.11 1.47  -0.272
C 5.04 1.11 -0.16  -0.314
C 0.20 -1.35 4.47  -0.046
C -1.17 -1.49 -4.75  -0.162
C 0.19 2.52 -1.35  -0.829
C 6.05 1.21 0.79  -0.020
C -1.06 -2.47 2.77  -0.072
H 6.47 2.19 1.00  0.111
H 1.00 1.62 -4.14  0.023
H -1.53 -2.58 4.85  0.112
H 1.88 -0.23 3.65  0.147
H 4.90 -3.39 0.63  0.074
H 7.37 -0.23 3.43  0.077
H 7.89 1.28 2.66  0.071
H 4.87 2.40 -1.88  0.078
H -1.89 -3.09 2.45  0.111
H 4.97 3.24 -0.34  0.074
H 3.47 2.44 -0.83  0.047
H 1.49 0.09 -4.90  0.043
H 6.34 -2.01 1.71  0.115
H -1.46 -1.16 -5.75  0.057
H 0.23 1.10 -5.66  0.061
H -1.69 1.87 -2.97  0.027
H 3.33 -2.68 0.20  0.054
H -2.01 -1.96 -4.26  0.058
H 8.55 -0.27 2.13  0.081
H -2.32 1.38 -4.56  0.061
H -0.35 -2.21 -4.84  0.060
H -2.82 0.50 -3.09  0.063
H 4.54 -2.95 -1.05  0.064
H 0.38 -1.09 5.50  0.111

(2)
The following is a DFT calculation (the ωB97M-V functional and the def2-TZVPD basis) of C18H24MnN4O8P4S as an isolated structure.

Output
M   635.31 g/mol
Lowest unoccupied orbital energy (alpha / beta)   4.19 / 4.18 eV
Spin multiplicity   6
Net charge   -2
HOMO energy (alpha / beta)   -0.0603 / -0.1127 hartree
Electronic energy   -4436.24623 a.u.

Last column: Löwdin charge in e.
Atoms and positions in Å:
Mn -0.31 1.02 0.45  0.653
S 1.32 1.28 4.76  0.939
P -0.35 0.26 -2.15  0.869
P -2.92 2.89 -0.26  0.170
P 1.22 -2.74 -0.74  0.874
P -0.23 4.15 -0.28  0.175
O 0.28 5.35 -0.96  -0.319
O -4.03 2.79 -1.23  -0.326
O -0.53 4.51 1.26  -0.141
O -3.42 3.76 1.01  -0.153
O -1.73 3.80 -0.88  -0.289
O -2.31 1.62 0.30  -0.368
O 0.55 2.86 -0.34  -0.381
O -0.98 -1.15 0.95  -0.250
N -1.82 -1.39 1.85  -0.035
N 1.88 0.47 0.87  0.065
N -3.52 -2.66 -0.93  0.134
N -4.70 -2.49 3.33  0.097
C -0.31 1.78 4.89  -0.458
C 1.13 1.09 3.04  -0.526
C -0.12 1.41 2.58  -0.216
C -2.07 0.19 -2.76  -0.251
C 0.37 1.51 -3.28  -0.276
C -0.94 1.80 3.68  -0.211
C 0.30 -1.27 -2.97  -0.438
C 2.84 0.19 -0.01  -0.171
C 2.21 0.64 2.16  -0.267
C -3.92 -2.23 2.53  -0.223
C 4.17 -0.01 0.34  -0.086
C 0.42 -4.20 0.04  -0.304
C 4.50 0.08 1.68  -0.091
C -3.29 -2.32 0.15  -0.199
C 2.60 -3.60 -1.61  -0.325
C -2.97 -1.93 1.49  -0.328
C 0.08 -2.56 -2.19  -0.440
C 3.52 0.41 2.60  -0.044
H 0.14 1.27 -4.32  0.036
H 1.03 -4.55 0.87  0.029
H -0.55 -3.91 0.43  0.018
H -1.99 2.06 3.57  0.095
H 2.26 -4.51 -2.13  0.024
H -0.20 -1.32 -3.94  0.070
H -0.05 2.48 -3.02  0.035
H 5.51 -0.10 2.02  0.095
H 1.37 -1.12 -3.17  0.061
H -2.57 -0.69 -2.34  0.016
H -0.71 2.04 5.86  0.044
H -0.72 3.73 1.79  0.033
H 3.38 -3.87 -0.90  0.021
H 3.04 -2.92 -2.34  0.020
H 0.28 -5.02 -0.68  0.032
H 2.53 0.12 -1.04  0.083
H 0.24 -3.42 -2.84  0.070
H -4.34 4.00 0.84  0.056
H -0.95 -2.61 -1.83  0.046
H 1.45 1.57 -3.13  0.034
H 4.90 -0.23 -0.42  0.089
H -2.07 0.11 -3.86  0.038
H -2.64 1.07 -2.46  0.018
H 3.74 0.52 3.65  0.083

(3)
The following is a DFT calculation (the ωB97M-V functional and the def2-TZVPD basis) of the molecule C18H24N2O2 in a non-equilibrium geometry.

Output
SMILES   C[C@H]1[C@@H]2CC[C@@H](/N=C/c3ccccc3O)C[C@@H]2NC(=O)[C@H]1C
M   300.40 g/mol
Lowest unoccupied orbital energy   0.45 eV
Spin multiplicity   1
HOMO energy   -0.3176 hartree
Electronic energy   -960.20456 a.u.

Last column: Löwdin charge in e.
Atoms and positions in Å:
O 0.72 -3.85 -3.11  0.053
O -4.86 0.99 1.68  0.020
N -0.81 0.51 1.69  0.079
N 0.20 -2.71 -1.25  0.130
C 2.67 -1.44 -1.47  -0.282
C -0.08 -0.78 1.94  -0.301
C 1.45 -0.39 2.08  -0.129
C 2.24 -1.03 0.93  -0.173
C -3.67 4.45 1.20  -0.060
C 2.15 -2.01 -2.77  -0.262
C 0.95 -2.90 -2.40  -0.444
C -4.02 2.16 1.55  -0.207
C 3.72 -0.31 -1.87  -0.042
C -0.28 -1.82 0.89  -0.146
C -2.07 0.65 2.03  -0.060
C -2.23 4.36 1.58  -0.055
C 0.20 -1.51 -0.48  -0.299
C 1.61 -0.82 -0.45  -0.201
C -4.59 3.41 1.18  -0.018
C 1.44 -1.01 -3.66  -0.052
C -1.70 3.08 1.71  -0.029
C -2.67 2.00 1.78  -0.135
H -5.51 3.67 0.84  0.079
H 4.29 -0.62 -2.71  0.060
H 0.98 -1.58 -4.52  0.110
H 1.49 0.23 -0.57  0.123
H -5.77 1.19 1.53  0.075
H 4.45 -0.23 -1.02  0.079
H -0.67 2.99 2.07  0.106
H 0.79 -0.29 -3.13  0.097
H 2.13 -0.35 -4.19  0.075
H 0.15 -2.73 1.36  0.143
H 3.04 -2.45 -3.17  0.144
H -1.31 -1.99 0.68  0.112
H 1.81 -0.68 3.03  0.089
H 3.12 0.64 -2.00  0.100
H 3.11 -2.28 -1.05  0.113
H 3.25 -0.53 0.86  0.118
H -0.39 -0.66 -0.94  0.159
H 1.75 0.64 2.00  0.098
H -1.69 5.32 1.72  0.100
H -0.53 -1.20 2.94  0.161
H -2.59 -0.10 2.49  0.090
H -0.62 -3.30 -1.17  0.153
H -4.12 5.41 1.05  0.081
H 2.46 -2.15 1.12  0.145

(4)
The following is a DFT calculation (the ωB97M-V functional and the def2-TZVPD basis) of the molecule C18H24N2O5.

Output
SMILES   CCOc1ccc(C(=O)NCC(=O)OCC(=O)N2CCCCC2)cc1
M   348.40 g/mol
Lowest unoccupied orbital energy   0.58 eV
Spin multiplicity   1
HOMO energy   -0.3093 hartree
Electronic energy   -1186.06163 a.u.

Last column: Löwdin charge in e.
Atoms and positions in Å:
O 3.78 1.50 -0.17  0.130
O -5.06 -0.50 1.55  -0.049
O 2.65 -0.26 0.63  0.017
O 0.77 0.70 3.77  0.062
O 1.02 0.51 -1.23  0.060
N 1.94 -0.73 -2.88  -0.041
N 0.95 1.56 1.69  0.085
C -2.88 -0.10 0.84  0.006
C 1.84 -0.31 -1.61  -0.404
C -6.05 -0.58 2.56  -0.265
C 2.57 -2.19 -4.73  -0.176
C -3.80 -0.16 1.89  -0.266
C -1.13 0.55 2.35  -0.136
C -2.05 0.47 3.40  -0.008
C 2.37 1.77 1.78  -0.056
C 0.27 0.91 2.68  -0.446
C 1.98 0.24 -5.11  -0.166
C 2.95 -1.66 -3.35  -0.154
C -3.37 0.13 3.18  -0.009
C -1.57 0.25 1.06  -0.013
C 2.51 -1.05 -5.75  -0.192
C -7.36 -0.98 1.89  -0.066
C 2.83 -0.93 -0.60  -0.070
C 1.12 -0.09 -3.89  -0.138
C 3.04 1.02 0.64  -0.471
H -7.25 -1.94 1.40  0.077
H -5.77 -1.33 3.31  0.126
H 1.61 -2.69 -4.66  0.115
H 3.04 -2.49 -2.65  0.123
H 2.60 -1.98 -0.42  0.142
H 2.62 2.83 1.70  0.136
H 3.50 -0.86 -6.16  0.108
H -6.16 0.39 3.05  0.126
H 3.86 -0.81 -0.95  0.133
H 0.55 1.59 0.77  0.115
H 3.31 -2.93 -5.04  0.114
H -1.70 0.69 4.40  0.120
H -4.05 0.09 4.02  0.103
H 0.29 -0.75 -4.17  0.132
H -0.88 0.25 0.23  0.094
H 1.39 0.81 -5.82  0.112
H -7.64 -0.24 1.15  0.077
H -3.23 -0.35 -0.15  0.118
H 2.81 0.86 -4.78  0.119
H 0.70 0.81 -3.45  0.123
H 3.93 -1.16 -3.40  0.136
H 1.87 -1.35 -6.58  0.108
H -8.15 -1.05 2.63  0.075
H 2.69 1.38 2.75  0.135

(5)
The following is a DFT calculation (the ωB97M-V functional and the def2-TZVPD basis) of the molecule C18H24N2O5S3.

Output
SMILES   CCCS(=O)(=O)c1nc(S(=O)(=O)c2ccc(C)cc2)c(N2CCC(O)CC2)s1
M   444.60 g/mol
Lowest unoccupied orbital energy   0.28 eV
Spin multiplicity   1
HOMO energy   -0.3080 hartree
Electronic energy   -2380.53323 a.u.

Last column: Löwdin charge in e.
Atoms and positions in Å:
S 0.06 2.83 -0.37  1.149
S -1.87 -0.98 0.37  0.740
S 2.80 1.44 0.20  0.650
O 3.25 2.70 0.74  -0.318
O 3.24 1.10 -1.12  -0.298
O -5.16 1.82 -3.64  -0.020
O -2.46 -1.26 -0.91  -0.300
O -2.75 -0.97 1.51  -0.309
N 0.33 0.42 0.43  0.006
N -2.61 2.36 -0.36  -0.127
C 2.99 -4.44 1.38  -0.047
C 1.01 1.47 0.16  -0.642
C 1.00 -3.14 2.20  -0.031
C 5.62 0.38 1.21  -0.099
C -1.39 1.84 -0.19  -0.428
C -4.43 1.11 -1.42  -0.107
C -4.65 2.26 -2.41  -0.402
C -1.00 0.58 0.25  -0.325
C 3.14 0.07 1.36  -0.224
C 1.77 -3.61 1.13  -0.275
C -0.13 -2.37 1.97  -0.050
C -3.34 3.04 -2.58  -0.104
C -2.82 3.51 -1.22  -0.161
C 1.37 -3.32 -0.17  -0.024
C 0.24 -2.56 -0.40  -0.048
C -0.49 -2.09 0.67  -0.308
C 4.46 -0.57 0.99  -0.285
C -3.83 1.61 -0.11  -0.124
H -3.76 0.37 -1.86  0.102
H 4.59 -1.48 1.58  0.108
H 5.69 0.66 2.26  0.081
H -2.59 2.39 -3.05  0.129
H -3.63 0.78 0.56  0.091
H 3.15 0.52 2.35  0.113
H 3.77 -4.19 0.66  0.079
H 1.95 -3.69 -1.00  0.119
H -5.42 2.94 -2.01  0.154
H -3.56 4.16 -0.74  0.135
H -3.50 3.90 -3.23  0.123
H -5.38 0.61 -1.22  0.131
H 1.30 -3.37 3.21  0.115
H 3.37 -4.30 2.39  0.077
H -4.53 2.30 0.38  0.138
H 2.75 -5.50 1.25  0.088
H -1.89 4.06 -1.32  0.083
H 6.56 -0.08 0.91  0.076
H -0.73 -1.99 2.78  0.117
H 2.29 -0.60 1.24  0.071
H -0.09 -2.32 -1.40  0.119
H -4.59 1.13 -3.98  0.097
H 4.41 -0.85 -0.07  0.105
H 5.47 1.29 0.63  0.062